Here is a 13-piece molecular cluster, C26H78O13 overall at a distorted geometry from the OMol25 dataset. Energies are from wB97M-V/def2-TZVPD.

- M: 598.9 g mol⁻¹
- Spin multiplicity: 1
- Orbital gap: 0.378 Eh
- Lowest unoccupied orbital energy: 0.13 eV
- Relative energy (zero: lowest compared OMol25 entry of this formula, charge and spin): 5.126 eV
- Electronic energy: -54838.5431 eV

Atoms and positions in Å:
C (-4.44323, -4.83788, 5.83353)
C (-3.22854, -5.64352, 6.31396)
O (-2.54582, -6.21051, 5.19989)
H (-4.98617, -4.27218, 6.59071)
H (-5.14521, -5.51760, 5.35049)
H (-4.09789, -4.06898, 5.14244)
H (-3.47857, -6.39270, 7.06517)
H (-2.64496, -4.93790, 6.90528)
H (-1.72508, -6.55408, 5.56036)
C (7.99978, 3.69839, -0.08578)
C (8.63904, 5.05908, -0.28093)
O (9.99248, 4.98085, -0.64689)
H (6.91164, 3.73459, -0.03348)
H (8.34545, 3.10113, 0.75795)
H (8.27430, 3.13223, -0.97584)
H (8.58343, 5.65060, 0.63293)
H (8.03705, 5.55377, -1.04315)
H (10.22498, 5.83161, -1.02603)
C (3.18061, 5.99199, -5.65790)
C (1.78674, 5.37318, -5.54859)
O (1.95257, 4.03886, -5.03767)
H (3.91625, 5.36441, -6.16098)
H (3.60837, 6.22220, -4.68214)
H (3.27564, 6.90808, -6.24089)
H (1.33027, 5.27316, -6.53333)
H (1.11414, 5.90942, -4.87914)
H (2.14425, 3.48842, -5.80047)
C (-5.64820, 2.46768, 4.55452)
C (-6.02789, 3.20839, 3.27892)
O (-5.89025, 4.62350, 3.39553)
H (-6.04474, 2.95999, 5.44249)
H (-4.56099, 2.52200, 4.61041)
H (-5.91814, 1.41304, 4.50012)
H (-7.07435, 2.96456, 3.09578)
H (-5.42177, 2.91937, 2.42032)
H (-4.97159, 4.88576, 3.48974)
C (-0.28195, -0.42763, 0.44602)
C (1.00292, 0.26825, 0.16383)
O (0.72602, 1.66977, 0.09070)
H (-0.71235, -0.06520, 1.37955)
H (-0.12151, -1.49667, 0.58568)
H (-1.04575, -0.32986, -0.32545)
H (1.42128, -0.15800, -0.74799)
H (1.69699, 0.08997, 0.98516)
H (0.70636, 1.81757, -0.85766)
C (-2.73149, -8.26598, -2.32079)
C (-2.56308, -8.32104, -0.81714)
O (-1.44975, -7.58933, -0.41355)
H (-2.97683, -7.27536, -2.70363)
H (-3.58942, -8.87955, -2.59573)
H (-1.85113, -8.59353, -2.87376)
H (-2.49575, -9.36340, -0.50559)
H (-3.41450, -7.85260, -0.32341)
H (-1.60612, -7.40997, 0.51648)
C (-1.55812, 8.94473, 2.46080)
C (-0.90406, 7.76244, 1.81324)
O (-1.32712, 6.54929, 2.39475)
H (-2.64605, 9.00613, 2.43319)
H (-1.22453, 9.88860, 2.02960)
H (-1.34689, 8.86303, 3.52701)
H (0.18578, 7.75861, 1.83118)
H (-1.24474, 7.79295, 0.77829)
H (-0.79452, 5.83161, 2.04420)
C (7.18782, -4.79373, -2.86716)
C (8.28381, -5.04228, -3.87742)
O (7.74509, -5.18955, -5.12507)
H (7.69558, -4.60011, -1.92228)
H (6.55979, -5.65377, -2.63480)
H (6.57606, -3.93329, -3.13827)
H (8.91695, -5.88456, -3.59849)
H (8.84096, -4.10602, -3.91080)
H (7.16326, -5.95179, -5.07955)
C (3.69013, -5.27224, 4.53359)
C (3.38343, -5.74407, 5.96295)
O (2.72918, -6.99022, 5.81512)
H (2.72955, -5.10321, 4.04696)
H (4.27556, -5.99836, 3.96958)
H (4.28294, -4.35755, 4.53490)
H (2.75551, -5.03843, 6.50690)
H (4.30837, -5.89710, 6.51899)
H (3.42502, -7.63170, 5.97606)
C (-7.37567, -2.58952, -0.31999)
C (-6.74706, -3.10603, -1.61387)
O (-7.44123, -4.24033, -2.15724)
H (-8.42635, -2.34909, -0.48235)
H (-6.82085, -1.70228, -0.01489)
H (-7.44717, -3.37227, 0.43517)
H (-5.71356, -3.42972, -1.49060)
H (-6.81599, -2.35734, -2.40306)
H (-7.13340, -4.43508, -3.04544)
C (-4.81736, 4.04178, -3.59436)
C (-6.23020, 4.66934, -3.62837)
O (-6.90446, 4.03201, -4.69890)
H (-4.89246, 3.00582, -3.26383)
H (-4.14591, 4.52400, -2.88392)
H (-4.31521, 4.12900, -4.55786)
H (-6.10067, 5.74135, -3.77708)
H (-6.72430, 4.61379, -2.65837)
H (-7.65772, 4.58333, -4.92307)
C (-0.78736, -2.52844, -6.55752)
C (-0.98494, -3.34624, -7.85510)
O (0.09926, -3.11942, -8.71914)
H (0.03540, -2.93301, -5.96803)
H (-1.68060, -2.62529, -5.94041)
H (-0.70451, -1.46010, -6.75720)
H (-1.88685, -3.01570, -8.37026)
H (-1.08203, -4.40261, -7.60457)
H (-0.13083, -3.56672, -9.53681)
C (3.71679, 3.89707, 6.11404)
C (4.04771, 5.27407, 5.54265)
O (5.25717, 5.76549, 6.03034)
H (3.95208, 3.89866, 7.17834)
H (4.39205, 3.15821, 5.68252)
H (2.66734, 3.64036, 5.96959)
H (3.27788, 6.01212, 5.76792)
H (4.16801, 5.24773, 4.45963)
H (5.48672, 6.47732, 5.42851)

Mulliken population analysis, charges in e, atoms 1 to 4:
1. C -1.04
2. C -0.20
3. O -0.50
4. H 0.36

Here is a 11-piece molecular cluster, C26H79N17O11 overall at a distorted geometry from the OMol25 dataset. Energies are from wB97M-V/def2-TZVPD.

- M: 806.0 g mol⁻¹
- Spin multiplicity: 1
- Orbital gap: 0.331 Eh
- Lowest unoccupied orbital energy: 0.08 eV
- Relative energy (zero: lowest compared OMol25 entry of this formula, charge and spin): 1.569 eV
- Electronic energy: -76100.4020 eV

Atoms and positions in Å:
C (1.11409, -3.59887, -4.88588)
O (1.67675, -4.67190, -5.15253)
N (1.50878, -2.77889, -3.88368)
N (-0.07168, -3.26251, -5.43591)
H (1.03511, -1.89141, -3.81473)
H (2.36813, -2.93646, -3.36927)
H (-0.56678, -3.83094, -6.09346)
H (-0.55594, -2.56166, -4.89411)
C (-3.30138, 2.71925, -3.94144)
O (-4.13475, 3.49364, -4.41671)
N (-3.45343, 2.22450, -2.69346)
N (-2.17381, 2.33623, -4.59069)
H (-4.14947, 2.60094, -2.07922)
H (-2.82128, 1.54090, -2.30320)
H (-1.86992, 2.71049, -5.46731)
H (-1.60796, 1.70920, -4.04174)
C (-1.78170, -1.04509, -3.82328)
O (-0.65730, -0.50845, -3.79441)
N (-2.56475, -1.15340, -2.73599)
N (-2.39208, -1.48469, -4.94968)
H (-2.17661, -0.96340, -1.82297)
H (-3.42479, -1.65664, -2.84426)
H (-2.35077, -0.88246, -5.76244)
H (-3.34861, -1.79231, -4.88125)
C (3.21003, -0.09324, 2.63606)
O (2.45053, 0.60078, 1.97959)
N (2.99628, -0.52317, 3.93095)
N (4.46038, -0.50592, 2.23600)
H (3.43940, -1.41509, 4.05817)
H (2.05493, -0.32292, 4.26718)
H (5.13093, -0.90735, 2.86196)
H (4.88207, -0.10135, 1.41555)
C (-2.24073, 2.75992, 3.83374)
O (-2.00832, 1.64889, 3.35482)
N (-1.65953, 3.27061, 4.95044)
N (-3.20472, 3.56553, 3.33337)
H (-1.93054, 4.12081, 5.40377)
H (-0.94187, 2.71379, 5.38018)
H (-3.77591, 3.26159, 2.56585)
H (-3.42726, 4.42087, 3.80649)
C (-0.83144, 0.56649, -0.09285)
O (-1.98614, 0.85863, -0.41036)
N (0.13491, 0.16056, -0.93824)
N (-0.36582, 0.79056, 1.17880)
H (-0.21300, 0.00301, -1.87901)
H (0.84777, -0.40161, -0.50529)
H (-1.07687, 1.03000, 1.85774)
H (0.62115, 0.75023, 1.37887)
C (4.95039, 2.81788, -1.64055)
C (3.51340, 3.22755, -1.24748)
C (2.40235, 2.44650, -1.96204)
O (2.27638, 2.89029, -3.29585)
C (1.02677, 2.59611, -3.92219)
N (3.31215, 3.20590, 0.20394)
H (5.11458, 3.01127, -2.70334)
H (5.19494, 1.75037, -1.62891)
H (5.71905, 3.31553, -1.04973)
H (3.32088, 4.29446, -1.39412)
H (1.50420, 2.76909, -1.41742)
H (2.42638, 1.35250, -1.93597)
H (0.89313, 3.14636, -4.85111)
H (0.17794, 2.76500, -3.25885)
H (1.14262, 1.53939, -4.17889)
H (4.00773, 2.61189, 0.64328)
H (2.44322, 2.73599, 0.44072)
C (-5.42384, -4.63343, -0.43160)
C (-5.91707, -4.36021, 0.98566)
C (-5.25291, -3.07939, 1.51940)
O (-5.58405, -1.94957, 0.67366)
C (-4.50244, -1.00112, 0.61823)
N (-7.39770, -4.22616, 0.90540)
H (-4.37116, -4.91104, -0.31027)
H (-5.56715, -3.83069, -1.14814)
H (-5.84985, -5.58758, -0.74597)
H (-5.68831, -5.20608, 1.63636)
H (-4.17131, -3.18264, 1.36630)
H (-5.32714, -2.82509, 2.57960)
H (-4.80127, -0.20459, -0.06199)
H (-3.68853, -1.49064, 0.07863)
H (-4.30064, -0.62964, 1.62065)
H (-7.47556, -3.50529, 0.18660)
H (-7.58139, -3.66005, 1.73537)
C (1.28659, 7.58648, -0.50763)
C (0.96015, 6.67659, 0.65963)
C (0.24572, 5.39711, 0.21963)
O (-1.01150, 5.66961, -0.38259)
C (-1.52945, 4.51206, -1.04715)
N (2.19284, 6.33949, 1.38663)
H (1.49487, 8.57690, -0.10475)
H (0.48979, 7.56909, -1.24871)
H (2.20447, 7.23398, -0.98699)
H (0.41113, 7.23664, 1.42373)
H (0.20873, 4.79048, 1.13223)
H (0.85723, 4.89084, -0.53740)
H (-1.61653, 3.69250, -0.32909)
H (-0.85191, 4.15766, -1.82901)
H (-2.47844, 4.80395, -1.48793)
H (2.71529, 5.80990, 0.68769)
H (1.95457, 5.66263, 2.10588)
C (-1.25205, -1.46011, 3.70603)
C (-0.62727, -1.05860, 5.00660)
C (0.25587, -2.13813, 5.66058)
O (-0.54378, -3.22430, 6.08639)
C (0.24707, -4.37432, 6.45309)
N (0.09622, 0.23101, 4.81131)
H (-2.09670, -0.90602, 3.31388)
H (-1.58599, -2.49690, 3.84440)
H (-0.47086, -1.63194, 2.96105)
H (-1.30801, -0.75115, 5.81059)
H (0.81738, -1.79533, 6.53853)
H (1.06087, -2.36300, 4.94679)
H (1.12913, -4.10457, 7.03605)
H (0.49462, -5.00086, 5.59769)
H (-0.42742, -4.89962, 7.12763)
H (0.26552, 0.58690, 5.74859)
H (-0.58738, 0.84743, 4.36495)
C (3.49041, -1.97602, -0.82779)
C (4.39434, -3.06632, -1.46474)
C (3.92412, -4.49040, -1.14255)
O (4.78280, -5.45906, -1.70945)
C (4.26863, -6.76797, -1.45824)
N (4.39631, -2.87974, -2.91702)
H (3.26993, -2.29877, 0.18737)
H (2.63935, -1.82775, -1.49124)
H (4.09588, -1.07107, -0.89040)
H (5.44668, -2.95145, -1.18179)
H (2.88398, -4.57805, -1.48274)
H (3.82193, -4.63823, -0.06049)
H (4.95536, -7.50016, -1.88105)
H (3.25907, -6.83662, -1.86259)
H (4.25653, -7.09831, -0.41333)
H (4.60617, -1.92409, -3.18061)
H (5.11590, -3.46293, -3.32725)

Mulliken population analysis, charges in e, atoms 1 to 4:
1. C 0.37
2. O -0.73
3. N -0.05
4. N -0.31

Question: Number 2 is which compound?
Answer: C26H79N17O11